[1]
# ClH5OSi2

ClH5OSi2 in the gas phase (ωB97M-V with the def2-TZVPD basis set, the Open Molecules 2025 dataset).

## Properties
HOMO energy ... -10.48 eV
2S+1 ... 1
ΔE to the lowest compared entry with this formula, charge and spin ... 16.93 kcal/mol

```
9
Properties=species:S:1:pos:R:3:forces:R:3
O 0.0283 0.4385 0.1903 4.4946 -2.8294 -0.1587
Si -1.5445 0.6300 -0.0506 0.0236 0.0470 -0.0218
Si 1.5515 -0.7404 0.0583 -4.8079 2.6155 0.2775
Cl 3.0526 0.5366 0.0855 1.0790 0.5644 0.0190
H -1.9751 1.4326 1.0911 -0.4909 0.2172 0.1228
H -1.7265 1.3213 -1.3289 -0.3130 0.1823 -0.2246
H -2.2385 -0.6584 -0.0900 -0.3273 -0.2636 -0.0103
H 1.4147 -1.4205 -1.2172 0.1309 -0.2376 -0.1615
H 1.4376 -1.5396 1.2614 0.2111 -0.2958 0.1576
```
Positions in Å, forces in eV/Å.

[2]
# ClHN2O2

ClHN2O2 in the gas phase (ωB97M-V with the def2-TZVPD basis set, the Open Molecules 2025 dataset).

## Properties
HOMO energy ... -10.45 eV
2S+1 ... 1
ΔE to the lowest compared entry with this formula, charge and spin ... 30.38 kcal/mol

```
6
Properties=species:S:1:pos:R:3:forces:R:3
N 0.0639 -0.5872 -0.7640 0.1927 -1.7621 -1.0372
N -0.1121 0.2585 0.1143 0.1190 -0.4279 1.6482
O 0.0083 -0.3189 1.4084 0.9860 0.2303 0.0537
O -0.4382 1.3927 0.0430 -0.5138 1.4682 0.6167
Cl -0.4040 0.0424 -2.2456 0.1585 0.0709 -0.9077
H 0.8820 -0.7875 1.4439 -0.9424 0.4206 -0.3738
```
Positions in Å, forces in eV/Å.

[3]
# ClHN6

ClHN6 as an isolated structure (ωB97M-V with the def2-TZVPD basis set, the Open Molecules 2025 dataset).

## Properties
HOMO energy ... -9.05 eV
2S+1 ... 1
ΔE to the lowest compared entry with this formula, charge and spin ... 40.31 kcal/mol

```
8
Properties=species:S:1:pos:R:3:forces:R:3
N -0.5763 1.4018 -1.1124 0.5773 2.2058 -0.0696
N -1.2470 1.1460 -0.0182 -2.0809 0.7331 0.1566
N 0.1820 0.4251 -1.3760 1.8084 -3.0924 -1.2700
N -1.1914 0.4284 0.8748 0.0751 -1.2643 2.0461
N 0.6262 -0.3910 -0.4400 -0.0613 -2.5654 -0.7815
N 0.5693 -0.1287 0.8672 0.0212 2.1291 0.7948
Cl 0.8814 -1.4580 1.8999 -0.3338 -0.1828 -0.7062
H 0.7558 -1.4236 -0.6953 -0.0060 2.0369 -0.1702
```
Positions in Å, forces in eV/Å.

Number 1: gap between HOMO and LUMO 11.1 eV. Number 2: gap between HOMO and LUMO 10.8 eV. Number 3: gap between HOMO and LUMO 8.8 eV.